{
  "formula": "C4H11NS2",
  "method": "ωB97M-V/def2-TZVPD",
  "species": ["S", "S", "C", "C", "N", "C", "C", "H", "H", "H", "H", "H", "H", "H", "H", "H", "H", "H"],
  "positions_angstrom": [[0.69, -2.81, -3.05], [1.69, -1.48, -1.94], [1.05, -1.51, -0.28], [-0.12, -0.54, -0.01], [0.09, 0.18, 1.20], [-0.87, 1.28, 1.40], [-0.67, 2.45, 0.41], [0.84, -3.99, -2.41], [1.89, -1.25, 0.37], [0.71, -2.51, 0.01], [-1.05, -1.12, 0.04], [-0.33, 0.04, -0.93], [1.02, 0.58, 1.27], [-1.82, 0.88, 1.04], [-0.85, 1.64, 2.42], [-1.59, 3.02, 0.56], [-0.92, 2.11, -0.60], [0.23, 3.04, 0.51]],
  "lumo_ev": [-4.3, -8.4],
  "mol_weight_g_mol": 137.27,
  "orbital_gap_ev": [8.6, 4.1],
  "e_above_lowest_ev": 1.095,
  "max_force_ev_per_a": 2.13,
  "charge": 1,
  "multiplicity": 2,
  "s_squared": 0.755
}

---

{
  "formula": "C3O4S",
  "method": "ωB97M-V/def2-TZVPD",
  "species": ["C", "C", "C", "O", "O", "O", "O", "S"],
  "positions_angstrom": [[1.39, -0.62, 0.83], [-2.29, -0.25, -0.45], [1.84, -0.01, -0.37], [-1.98, -0.67, -1.52], [2.21, 0.70, 0.73], [-3.21, 0.02, 0.27], [2.22, 0.09, -1.52], [-0.50, -0.19, 0.96]],
  "lumo_ev": 6.6,
  "mol_weight_g_mol": 132.10,
  "orbital_gap_ev": 5.4,
  "e_above_lowest_ev": 2.670,
  "max_force_ev_per_a": 2.60,
  "charge": -2,
  "multiplicity": 1
}

---

{
  "formula": "C7H12FN3P",
  "method": "ωB97M-V/def2-TZVPD",
  "species": ["C", "C", "C", "C", "C", "C", "C", "N", "N", "N", "F", "P", "H", "H", "H", "H", "H", "H", "H", "H", "H", "H", "H", "H"],
  "positions_angstrom": [[1.69, -1.45, 0.46], [0.51, -1.93, 1.06], [1.59, -0.17, -0.20], [-0.71, -0.28, 0.26], [-2.84, 0.86, 1.37], [2.69, 0.53, -0.92], [-2.34, 0.63, 0.03], [-0.65, -1.40, 0.81], [0.36, 0.39, -0.20], [3.97, 0.00, -0.75], [-1.89, 1.75, -0.58], [-3.46, -0.40, -1.15], [2.59, -1.90, 0.78], [0.66, -2.79, 1.63], [-3.13, -0.01, 1.93], [-2.06, 1.29, 2.05], [-3.83, 1.44, 1.34], [2.48, 0.57, -1.98], [2.53, 1.50, -0.53], [4.12, -0.50, 0.09], [0.27, 1.34, -0.62], [4.44, -0.18, -1.57], [-2.66, 0.11, -2.21], [-4.34, 0.59, -1.09]],
  "lumo_ev": -4.5,
  "mol_weight_g_mol": 188.17,
  "orbital_gap_ev": 8.7,
  "e_above_lowest_ev": 1.632,
  "max_force_ev_per_a": 6.35,
  "charge": 1,
  "multiplicity": 1,
  "smiles": "C[C@](F)(P)c1nccc(CN)[nH+]1"
}

---

{
  "formula": "C24H68N6O7",
  "method": "ωB97M-V/def2-TZVPD",
  "species": ["C", "C", "C", "O", "C", "N", "H", "H", "H", "H", "H", "H", "H", "H", "H", "H", "H", "C", "C", "C", "O", "C", "N", "H", "H", "H", "H", "H", "H", "H", "H", "H", "H", "H", "C", "C", "C", "O", "C", "N", "H", "H", "H", "H", "H", "H", "H", "H", "H", "H", "H", "C", "C", "C", "O", "C", "N", "H", "H", "H", "H", "H", "H", "H", "H", "H", "H", "H", "C", "C", "C", "O", "C", "N", "H", "H", "H", "H", "H", "H", "H", "H", "H", "H", "H", "C", "C", "C", "O", "C", "N", "H", "H", "H", "H", "H", "H", "H", "H", "H", "H", "H", "O", "H", "H"],
  "positions_angstrom": [[22.79, 25.48, 8.01], [23.05, 26.74, 7.19], [23.28, 26.46, 5.67], [24.10, 25.36, 5.39], [25.44, 25.60, 5.79], [22.06, 27.80, 7.41], [22.52, 25.69, 9.05], [23.70, 24.88, 7.99], [21.93, 25.03, 7.51], [23.98, 27.23, 7.51], [23.76, 27.39, 5.34], [22.31, 26.43, 5.18], [26.06, 25.93, 4.96], [25.81, 24.63, 6.15], [25.49, 26.19, 6.70], [22.07, 28.01, 8.41], [21.11, 27.41, 7.39], [27.13, 28.11, 8.35], [27.42, 29.43, 7.66], [26.49, 29.71, 6.49], [26.83, 28.74, 5.47], [26.26, 28.96, 4.21], [27.43, 30.58, 8.58], [26.07, 27.89, 8.52], [27.68, 28.04, 9.29], [27.60, 27.26, 7.86], [28.41, 29.53, 7.20], [26.67, 30.68, 6.01], [25.43, 29.63, 6.72], [26.96, 29.20, 3.40], [25.46, 29.70, 4.19], [25.83, 28.05, 3.77], [26.46, 30.93, 8.71], [27.84, 31.37, 8.09], [27.64, 33.24, 4.44], [27.04, 32.71, 3.15], [25.85, 33.53, 2.62], [26.20, 34.87, 2.37], [25.29, 35.49, 1.50], [28.05, 32.53, 2.10], [28.56, 32.70, 4.69], [26.98, 33.17, 5.31], [28.01, 34.26, 4.35], [26.59, 31.72, 3.31], [24.97, 33.49, 3.27], [25.57, 33.01, 1.69], [24.28, 35.53, 1.95], [25.25, 35.06, 0.50], [25.46, 36.56, 1.44], [28.94, 32.61, 2.59], [27.95, 33.31, 1.47], [25.57, 33.66, 10.86], [24.69, 32.55, 10.27], [23.20, 32.89, 10.54], [22.87, 32.49, 11.86], [21.66, 33.01, 12.39], [25.06, 32.43, 8.86], [25.20, 33.92, 11.86], [25.49, 34.61, 10.33], [26.57, 33.28, 11.04], [24.78, 31.62, 10.84], [22.54, 32.28, 9.91], [22.96, 33.94, 10.33], [21.64, 32.67, 13.42], [20.86, 32.60, 11.77], [21.61, 34.10, 12.39], [24.95, 33.38, 8.51], [24.29, 31.88, 8.42], [23.17, 28.20, 1.79], [22.92, 29.29, 0.76], [23.76, 30.54, 1.06], [23.50, 31.14, 2.33], [22.47, 32.09, 2.27], [23.24, 28.93, -0.62], [22.83, 28.66, 2.72], [24.22, 27.93, 1.90], [22.67, 27.29, 1.45], [21.84, 29.52, 0.82], [23.62, 31.33, 0.31], [24.81, 30.26, 1.00], [22.08, 32.30, 3.26], [21.63, 31.72, 1.67], [22.81, 33.03, 1.82], [22.71, 28.10, -0.87], [22.90, 29.67, -1.23], [33.56, 28.41, 8.88], [32.49, 28.33, 7.82], [31.68, 27.01, 7.77], [31.08, 26.85, 6.51], [30.23, 25.72, 6.37], [31.78, 29.61, 7.78], [34.34, 27.64, 8.88], [33.10, 28.28, 9.87], [34.15, 29.32, 8.84], [33.00, 28.30, 6.85], [30.99, 26.93, 8.62], [32.40, 26.21, 7.96], [30.18, 25.03, 7.21], [30.58, 25.16, 5.50], [29.25, 26.13, 6.14], [30.92, 29.62, 8.34], [31.31, 29.63, 6.86], [23.13, 30.85, 7.34], [22.87, 29.98, 7.68], [22.98, 30.79, 6.39]],
  "lumo_ev": 0.4,
  "mol_weight_g_mol": 552.84,
  "orbital_gap_ev": 9.1,
  "e_above_lowest_ev": 2.510,
  "max_force_ev_per_a": 1.86,
  "multiplicity": 1,
  "smiles": "COC[C@H](C)N.COC[C@H](C)N.COC[C@H](C)N.COC[C@H](C)N.COC[C@H](C)N.COC[C@H](C)N.O"
}

---

{
  "formula": "C3H2F7NO4PS",
  "method": "ωB97M-V/def2-TZVPD",
  "species": ["O", "S", "O", "N", "P", "O", "O", "C", "F", "F", "C", "F", "F", "C", "F", "F", "F", "H", "H"],
  "positions_angstrom": [[-1.91, -0.49, 1.14], [-0.75, 0.30, 1.51], [-0.93, 1.24, 2.59], [0.60, -0.42, 1.52], [0.82, -2.07, 1.47], [-0.40, -2.69, 2.37], [0.18, -2.56, 0.00], [-0.60, 1.50, 0.08], [0.26, 2.49, 0.40], [-1.81, 2.06, -0.07], [-0.21, 0.97, -1.33], [-0.70, 1.83, -2.25], [-0.77, -0.23, -1.54], [1.30, 0.85, -1.69], [1.93, -0.07, -0.97], [1.38, 0.48, -2.99], [1.93, 2.01, -1.56], [-1.25, -2.61, 1.92], [0.91, -2.58, -0.62]],
  "lumo_ev": 3.4,
  "mol_weight_g_mol": 312.08,
  "orbital_gap_ev": 8.7,
  "max_force_ev_per_a": 0.57,
  "charge": -1,
  "multiplicity": 1
}

---

{
  "formula": "C15H21IN4O2",
  "method": "ωB97M-V/def2-TZVPD",
  "species": ["C", "C", "C", "C", "I", "C", "C", "N", "C", "C", "N", "C", "H", "H", "H", "H", "H", "H", "H", "C", "O", "N", "C", "C", "H", "H", "H", "H", "H", "H", "H", "C", "O", "N", "C", "C", "H", "H", "H", "H", "H", "H", "H"],
  "positions_angstrom": [[-3.71, 2.20, 5.77], [-4.04, 1.91, 4.34], [-4.99, 2.64, 3.67], [-5.29, 2.37, 2.32], [-6.73, 3.53, 1.34], [-4.66, 1.35, 1.66], [-3.68, 0.58, 2.32], [-3.07, -0.43, 1.63], [-2.18, -1.10, 2.30], [-1.84, -0.81, 3.64], [-2.41, 0.14, 4.33], [-3.36, 0.85, 3.66], [-4.54, 2.68, 6.27], [-2.85, 2.86, 5.84], [-3.48, 1.29, 6.31], [-5.52, 3.43, 4.18], [-4.88, 1.13, 0.63], [-1.67, -1.91, 1.81], [-1.09, -1.41, 4.12], [0.22, -3.01, -1.56], [0.81, -3.87, -2.20], [0.14, -1.72, -1.90], [-0.57, -0.75, -1.09], [0.79, -1.28, -3.13], [-0.30, -3.24, -0.61], [-1.38, -0.30, -1.66], [0.12, 0.04, -0.77], [-0.99, -1.23, -0.22], [0.37, -1.81, -3.98], [1.85, -1.48, -3.08], [0.64, -0.21, -3.26], [4.39, 0.34, -4.05], [3.44, 0.58, -3.33], [5.56, -0.15, -3.62], [6.67, -0.42, -4.52], [5.73, -0.41, -2.20], [4.36, 0.50, -5.14], [6.94, -1.48, -4.48], [7.54, 0.18, -4.25], [6.38, -0.17, -5.54], [4.99, -1.14, -1.87], [5.58, 0.51, -1.63], [6.73, -0.80, -2.02]],
  "lumo_ev": -0.5,
  "mol_weight_g_mol": 416.26,
  "orbital_gap_ev": 8.4,
  "max_force_ev_per_a": 0.50,
  "multiplicity": 1,
  "smiles": "Cc1cc(I)cc2nccnc12.CN(C)C=O.CN(C)C=O"
}